1.
C7H14N2Si | ωB97M-V with the def2-TZVPD basis set

CARTESIAN COORDINATES (ANGSTROEM)
Si (0.1842, 0.1896, 1.0966)
N (-0.9153, -1.7854, -0.5053)
N (-1.1215, -2.2259, -1.7587)
C (1.9069, 0.6012, 0.5693)
C (-0.3790, -0.1282, -1.8845)
C (0.1118, 1.0914, -2.4619)
C (-1.0543, 1.5704, 1.7330)
C (0.2441, -1.2452, 2.3887)
C (-0.8017, -1.2771, -2.5398)
C (-0.5571, -0.4743, -0.5251)
H (-1.0182, 2.5850, 1.2712)
H (2.1971, -0.0964, -0.2127)
H (0.7143, -2.2064, 2.0734)
H (1.8933, 1.6256, 0.1042)
H (-0.7737, -1.4512, 2.5880)
H (2.5758, 0.6040, 1.5015)
H (-2.0915, 1.2566, 1.9134)
H (-1.2175, -2.4796, 0.1605)
H (-0.7943, -1.3200, -3.6176)
H (-0.7329, 1.7553, 2.7227)
H (0.5614, -0.8385, 3.3151)
H (-0.5896, 1.8602, -2.7955)
H (0.7319, 0.8712, -3.3027)
H (0.9256, 1.5178, -1.8339)

Cartesian forces, eV/Å:
Si -1.862 -0.600 -0.958
N -0.174 -1.966 1.364
N -1.512 -3.489 -1.539
C 0.691 1.915 1.268
C -0.532 -0.959 -2.945
C 1.894 1.189 0.201
C 0.831 -0.047 -0.394
C -0.062 0.355 -1.824
C 1.335 2.807 -3.011
C 0.226 1.620 6.796
H -0.084 -0.953 -0.153
H 0.309 -0.204 0.263
H 0.018 0.989 0.332
H 0.335 -0.813 0.528
H -1.422 -0.518 0.139
H -0.516 -0.028 -1.632
H 0.242 -0.194 -0.722
H 0.166 1.031 0.562
H -0.260 -0.535 -0.093
H 0.602 0.413 1.514
H 0.980 0.100 0.936
H -0.220 0.027 0.446
H 0.005 -0.429 -1.232
H -0.992 0.290 0.152

Properties
Molar mass, g mol⁻¹: 154.29
2S+1: 3
LUMO level (spin up / spin down), eV: 0.85 / -1.82
<S²>: 2.033
Charge: 0
Highest occupied orbital energy (spin up / spin down), eV: -4.19 / -9.25
ΔE to the lowest compared entry with this formula, charge and spin, eV: 0.125

2.
C7H14N3 | ωB97M-V with the def2-TZVPD basis set

CARTESIAN COORDINATES (ANGSTROEM)
N (1.0742, 0.5503, 0.0366)
N (2.0410, 1.2208, 0.6778)
N (0.8634, -1.6743, -0.8346)
C (-1.3774, -1.4969, 0.6682)
C (-2.4072, 0.5598, -0.4106)
C (3.2472, 0.5272, 0.7260)
C (2.9647, -0.7459, 0.2777)
C (1.5688, -0.6445, -0.1222)
C (-1.5360, -0.1433, 0.6372)
C (-1.8108, 1.9437, -0.6686)
H (-2.5989, 2.5397, -1.2831)
H (0.3753, -1.3292, -1.6674)
H (-0.4629, -1.7739, -0.1059)
H (-2.3379, 0.1352, -1.3669)
H (-2.0895, -2.1841, 0.0521)
H (1.7072, 2.0450, 1.0181)
H (3.4989, -1.6845, 0.1134)
H (1.4376, -2.4973, -1.0231)
H (-3.4353, 0.5530, 0.0176)
H (-1.6006, 2.6803, 0.1453)
H (-1.0581, -2.0649, 1.6193)
H (-0.9006, 1.8321, -1.2415)
H (4.1090, 1.1485, 1.2073)
H (-1.2722, 0.5033, 1.5273)

Cartesian forces, eV/Å:
N 0.149 0.225 1.183
N 0.421 -3.804 -2.765
N 1.938 2.366 -0.147
C 1.429 -7.778 -1.030
C 1.381 0.775 3.054
C 0.419 1.695 1.765
C -1.015 0.027 -0.304
C 1.149 -1.710 -1.532
C -1.640 6.037 0.530
C -2.191 2.405 -0.787
H 1.506 -0.954 0.601
H 0.079 -0.177 0.263
H -1.253 -0.253 1.605
H -0.462 -1.358 -1.200
H 0.293 1.297 1.369
H -0.083 3.092 1.261
H 0.399 0.831 0.370
H -0.385 -0.062 0.198
H 0.353 0.233 -0.715
H -0.177 -1.157 0.001
H -0.589 1.097 -1.304
H 0.123 0.107 -0.226
H -1.440 -1.932 -1.105
H -0.404 -1.002 -1.086

Properties
Molar mass, g mol⁻¹: 140.21
2S+1: 3
LUMO level (spin up / spin down), eV: -3.10 / -7.81
<S²>: 2.016
Charge: +1
Highest occupied orbital energy (spin up / spin down), eV: -10.17 / -14.10
ΔE to the lowest compared entry with this formula, charge and spin, eV: 1.574

3.
C7H14N3 | ωB97M-V with the def2-TZVPD basis set

CARTESIAN COORDINATES (ANGSTROEM)
N (-1.1097, -0.2272, 2.0100)
N (0.3795, -0.4545, -0.0300)
N (0.8805, -0.6134, 1.0628)
C (2.1249, -0.3859, -1.6635)
C (-1.8137, -0.0858, 3.2229)
C (-0.3265, -0.6096, -2.1926)
C (0.6128, 1.5870, -1.4085)
C (0.3110, -0.5740, 2.1592)
C (0.6990, 0.0488, -1.2097)
C (-1.5498, 0.1533, 0.8872)
H (0.4582, -0.9852, 3.1207)
H (-0.2500, -1.5983, -1.8561)
H (2.8601, 0.0810, -0.9757)
H (-1.1952, 0.6501, 3.8224)
H (-2.7308, 0.2392, 2.9604)
H (2.2684, -1.5424, -1.6084)
H (1.4098, 2.1701, -0.9518)
H (-1.8991, -1.0626, 3.6594)
H (0.0022, -0.5169, -3.2959)
H (2.3827, -0.0760, -2.6547)
H (-0.3089, 1.8543, -1.0559)
H (0.5403, 1.8854, -2.5181)
H (-1.2319, -0.2512, -1.9842)
H (-2.5138, 0.3138, 0.5002)

Cartesian forces, eV/Å:
N 1.271 0.921 -0.774
N -3.924 0.403 1.703
N 6.299 -1.369 -0.129
C 0.820 -1.791 1.645
C 2.305 -0.383 2.271
C 4.637 -0.116 -1.709
C 1.142 -0.139 -1.682
C -4.733 0.739 0.282
C 2.845 0.677 -6.154
C 1.363 -0.858 -0.936
H 1.339 -0.258 0.684
H -0.408 -1.885 -0.326
H -0.261 -0.394 -0.344
H -1.244 -0.918 -0.208
H -3.142 1.387 -0.147
H -0.349 2.005 -0.037
H 0.006 -0.196 0.175
H 0.031 -0.309 0.816
H -0.658 -0.026 1.926
H -0.214 0.286 -0.603
H -2.370 1.213 1.271
H 0.497 -0.985 1.536
H -3.821 1.481 0.400
H -1.434 0.517 0.340

Properties
Molar mass, g mol⁻¹: 140.21
2S+1: 3
LUMO level (spin up / spin down), eV: -4.33 / -6.88
<S²>: 2.028
Charge: +1
Highest occupied orbital energy (spin up / spin down), eV: -11.57 / -13.61
ΔE to the lowest compared entry with this formula, charge and spin, eV: 3.138

4.
C7H14N3O2 | ωB97M-V with the def2-TZVPD basis set

CARTESIAN COORDINATES (ANGSTROEM)
O (1.3393, 1.6760, -0.3531)
O (0.1112, -1.3036, 0.9495)
N (-0.4609, 0.3694, -3.0560)
N (0.6473, 0.9212, -1.2318)
N (-0.1295, -0.7199, -2.3104)
C (-1.0774, -2.0897, 0.7820)
C (0.0321, 1.3784, -2.3753)
C (1.5571, 1.9050, 2.0255)
C (-2.3010, -1.2551, 0.3910)
C (0.5987, 2.0102, 0.8619)
C (0.9982, -1.3342, -0.1323)
C (0.5282, -0.4056, -1.2028)
H (-1.2480, -2.5665, 1.7383)
H (1.9673, -0.9981, 0.2177)
H (-3.1147, -1.3941, 1.0864)
H (-0.3827, -1.6447, -2.6156)
H (1.1057, -2.3410, -0.5309)
H (0.0041, 2.4148, -2.6476)
H (2.5482, 2.1806, 1.6766)
H (1.6099, 0.8846, 2.3844)
H (-0.9049, -2.8747, 0.0503)
H (-2.6447, -1.5370, -0.6003)
H (-0.2330, 1.3281, 0.9852)
H (1.2799, 2.5862, 2.8170)
H (0.2059, 3.0154, 0.7617)
H (-2.0364, -0.2058, 0.3288)

Cartesian forces, eV/Å:
O 0.275 -0.294 -0.183
O 0.157 -0.027 0.009
N 0.459 0.484 0.588
N -0.495 0.231 -0.425
N 0.091 0.779 0.237
C -0.359 0.219 0.200
C -0.174 -0.918 -0.164
C 0.240 -0.130 -0.600
C 0.433 -0.243 -0.514
C -0.304 0.210 0.719
C -0.235 0.080 0.372
C 0.120 -0.476 -0.340
H 0.081 -0.105 0.182
H 0.200 0.099 0.061
H -0.190 0.105 0.154
H -0.097 -0.118 -0.132
H 0.052 -0.129 -0.209
H -0.069 0.158 -0.099
H 0.168 0.176 0.066
H -0.033 -0.138 0.217
H 0.179 -0.197 -0.085
H -0.231 -0.041 -0.095
H -0.125 -0.233 -0.160
H -0.142 0.030 0.233
H 0.035 0.206 -0.274
H -0.035 0.270 0.241

Properties
Molar mass, g mol⁻¹: 172.21
SMILES: CCOCc1[nH]nc[n+]1OCC
LUMO level, eV: -3.40
Charge: +1
Highest occupied orbital energy, eV: -14.38
ΔE to the lowest compared entry with this formula, charge and spin, eV: 2.730

5.
C7H14N3O3S | ωB97M-V with the def2-TZVPD basis set

CARTESIAN COORDINATES (ANGSTROEM)
S (3.3808, -1.7976, -1.0244)
O (3.6008, 0.4903, 0.0166)
O (5.1305, -0.9849, 0.5201)
O (-0.7823, 0.7126, -0.1431)
N (4.0135, -0.6445, -0.1179)
N (1.0410, -0.4316, 1.5209)
N (1.4151, 1.8173, 0.7606)
C (0.5388, 2.9526, 0.9833)
C (-0.2136, -1.2221, -1.3332)
C (-0.6574, -1.5357, 0.0726)
C (1.0123, 0.6319, 0.9759)
C (0.4762, -1.7062, 1.0858)
C (-0.5391, 0.3073, -1.4555)
C (-1.5954, -0.3310, 0.4840)
H (-2.5466, -0.2963, -0.1354)
H (0.6671, 3.5020, 1.8872)
H (0.8079, -1.4431, -1.4650)
H (0.2649, 0.8928, -1.9720)
H (-1.7211, -0.0048, 1.5547)
H (-1.4168, 0.4139, -2.0674)
H (5.5536, -0.1494, 1.0245)
H (0.0607, -2.2014, 1.9618)
H (0.7292, 3.5378, 0.0472)
H (2.3277, 1.9681, 0.4917)
H (-1.1891, -2.4948, 0.0340)
H (-0.4468, 2.5960, 0.9546)
H (-0.7263, -1.5964, -2.1019)
H (1.3590, -2.3931, 0.7478)

Cartesian forces, eV/Å:
S -1.064 -1.996 -1.871
O -1.623 2.818 -0.256
O 3.126 0.869 2.297
O -0.575 1.020 0.851
N 1.815 0.442 1.494
N -0.302 -0.037 -0.860
N -2.267 0.177 1.349
C 0.666 0.884 -2.452
C 0.832 3.529 2.139
C -1.277 -1.192 0.748
C 1.072 -0.820 1.131
C 0.762 -1.254 -0.083
C 1.633 -0.748 -1.036
C 0.570 0.459 -1.645
H 0.747 -0.491 1.269
H 0.735 0.286 0.617
H 1.271 -0.134 -0.202
H -0.547 -0.242 0.931
H 0.038 -0.855 -1.116
H -0.652 0.236 -0.137
H -1.764 -2.247 -1.841
H 0.154 0.145 0.196
H -0.595 0.268 1.199
H 2.411 0.017 -0.739
H -0.074 0.213 0.376
H -1.312 -0.284 -0.119
H -2.139 -2.461 -2.583
H -1.643 1.394 0.342

Properties
Molar mass, g mol⁻¹: 220.27
2S+1: 3
LUMO level (spin up / spin down), eV: -2.69 / -6.55
<S²>: 2.007
Charge: +1
Highest occupied orbital energy (spin up / spin down), eV: -10.94 / -13.55

6.
C7H14N3OS2 | ωB97M-V with the def2-TZVPD basis set

CARTESIAN COORDINATES (ANGSTROEM)
S (3.0726, -0.8781, -0.2503)
S (-1.4668, 0.6315, 0.5160)
O (-3.7161, 1.7228, 0.3802)
N (1.2584, 0.9635, 0.1612)
N (0.4244, -1.0155, -0.6704)
N (-2.7504, 1.0145, -0.3540)
C (2.4106, 1.5420, 0.7797)
C (-1.9803, -1.3998, -1.3537)
C (3.6327, 0.7882, 0.3078)
C (-1.0580, -2.1379, 1.2323)
C (1.4657, -0.2882, -0.3408)
C (0.0667, 1.6492, -0.2132)
C (-0.9679, -1.0154, -0.2947)
H (4.3812, 0.6121, 1.1718)
H (4.2025, 1.2208, -0.6299)
H (-1.6432, -2.4252, -1.6051)
H (-2.2050, -0.7974, -2.2466)
H (0.7122, -1.7223, -1.3780)
H (0.0444, -2.4180, 1.4170)
H (2.5690, 2.6584, 0.6357)
H (-1.5390, -1.5330, 1.9516)
H (-2.9622, -1.4355, -0.9406)
H (-0.1468, 2.5877, 0.3040)
H (0.1946, 1.8223, -1.3582)
H (-1.6333, -3.0097, 0.9876)
H (2.1827, 1.3620, 1.9147)
H (-4.5490, 1.5007, -0.1242)

Cartesian forces, eV/Å:
S 0.022 0.312 0.171
S -0.103 0.491 -1.918
O -1.453 -0.008 -0.076
N 0.575 -1.551 -1.245
N 0.583 -1.748 -2.873
N 1.186 -0.694 -0.255
C 0.172 1.111 3.002
C 0.867 -1.158 -0.390
C 2.791 -0.316 -0.667
C 2.356 1.217 -3.576
C -1.114 2.327 2.056
C -0.749 0.006 -1.530
C -0.816 -0.121 3.594
H -1.158 0.410 -1.584
H -1.241 -0.442 2.113
H -0.588 0.337 -0.388
H 1.170 0.162 0.281
H -0.804 0.268 0.849
H -1.895 0.614 0.031
H -0.641 -1.406 -0.079
H -0.202 0.390 1.003
H -0.506 -0.419 0.837
H 0.740 -0.060 -0.066
H -1.345 -0.316 1.799
H -0.260 -0.325 -0.252
H 1.115 0.575 -1.705
H 1.297 0.345 0.868

Properties
Molar mass, g mol⁻¹: 220.34
LUMO level, eV: -3.47
Charge: +1
Highest occupied orbital energy, eV: -11.02
ΔE to the lowest compared entry with this formula, charge and spin, eV: 1.905

7.
C7H14N3S | ωB97M-V with the def2-TZVPD basis set

CARTESIAN COORDINATES (ANGSTROEM)
S (-1.8785, -1.7330, 0.0188)
N (0.4830, -2.5994, -0.2253)
N (1.8739, -0.9544, -0.3123)
N (-0.1438, -1.4790, -0.0460)
C (-0.1817, 1.7260, -0.4754)
C (-0.7645, 0.7934, 1.8618)
C (0.2674, 0.9032, 0.7028)
C (0.6811, -0.4256, 0.0948)
C (1.7347, -2.3053, -0.5204)
C (-2.1004, -3.4472, -0.4213)
C (1.4896, 1.6117, 1.2122)
H (-3.1889, -3.5772, -0.5682)
H (2.2331, 1.8608, 0.5438)
H (1.2314, 2.5567, 1.6739)
H (2.7557, -0.5267, -0.3017)
H (-0.4350, 1.4679, 2.6474)
H (-0.8357, 1.1705, -1.2217)
H (-1.4264, -3.7208, -1.2150)
H (2.6377, -2.9397, -0.8983)
H (-0.4829, 2.6113, 0.0474)
H (0.6202, 1.9925, -1.1372)
H (-1.7010, -4.0940, 0.4437)
H (-0.7802, -0.1504, 2.3390)
H (1.9604, 0.9769, 1.9500)
H (-1.7374, 0.8771, 1.5370)

Cartesian forces, eV/Å:
S -0.954 1.708 0.406
N 2.832 -2.649 -2.485
N -1.164 -0.327 0.522
N -0.789 0.472 1.361
C -1.058 -0.712 -1.290
C 2.428 -0.286 -0.169
C 0.962 -0.737 -1.156
C -0.525 -1.136 0.202
C 0.569 -0.081 0.154
C 1.503 -1.357 2.078
C -0.291 -0.636 2.275
H 0.665 0.139 -0.136
H 1.433 0.278 -2.088
H -0.278 0.060 0.244
H 1.125 1.069 0.046
H -0.566 0.414 -0.163
H -0.278 1.080 1.454
H -0.473 0.015 -0.843
H -2.261 1.005 1.049
H -1.198 0.858 -0.767
H 0.895 0.207 0.039
H -1.080 0.904 -1.105
H 0.475 -1.324 0.431
H 0.224 0.055 0.652
H -2.195 0.980 -0.711

Properties
Molar mass, g mol⁻¹: 172.28
SMILES: CSn1nc[nH+]c1C(C)(C)C
LUMO level, eV: -3.02
Charge: +1
Highest occupied orbital energy, eV: -12.89
ΔE to the lowest compared entry with this formula, charge and spin, eV: 2.034

8.
C7H14N4O | ωB97M-V with the def2-TZVPD basis set

CARTESIAN COORDINATES (ANGSTROEM)
O (7.4098, 5.4966, 0.5725)
N (-1.6966, -0.2164, 0.0806)
N (-1.3104, -1.9260, 1.5112)
N (8.7634, 3.7072, 1.1781)
N (-1.9472, 0.4160, -0.9023)
C (-2.2449, 1.2978, -1.7658)
C (-2.8095, -2.2070, -0.4185)
C (-0.8166, -1.1125, 2.5025)
C (-1.6268, 1.4004, -3.1013)
C (8.0723, 4.6354, 0.8324)
C (-1.9957, -1.5256, 0.3953)
C (-3.3475, -3.5600, -0.0636)
H (-0.7085, 0.7622, -3.2218)
H (0.0380, -1.6411, 2.9338)
H (-2.4463, -4.0636, -0.2612)
H (-2.3472, 1.0019, -3.8711)
H (-1.5247, -1.0440, 3.3090)
H (9.2132, 3.1166, 0.5491)
H (-4.1813, -3.9108, -0.6564)
H (-1.5254, 2.5654, -3.4412)
H (-1.5873, -2.8801, 1.6771)
H (8.5712, 3.1884, 2.0900)
H (-3.4260, -3.5807, 0.9711)
H (-3.0273, 2.0315, -1.6772)
H (-0.3388, -0.1954, 2.0935)
H (-3.1602, -1.7562, -1.3158)

Cartesian forces, eV/Å:
O -0.496 0.966 -0.393
N 1.081 1.089 -0.445
N -1.795 -2.666 -3.308
N 1.468 -4.115 4.140
N -1.022 0.795 -0.740
C 0.479 -0.676 -0.038
C -1.854 -0.675 0.385
C 2.259 0.673 1.830
C 0.847 1.168 -2.224
C -2.453 3.030 -0.877
C 0.401 1.485 -0.135
C 0.978 1.848 -1.559
H -0.666 1.074 0.151
H 0.048 0.044 0.153
H 0.994 -2.080 -0.471
H 0.397 0.312 0.836
H -0.296 1.095 0.446
H 1.337 -1.029 -1.818
H -0.009 -0.001 0.163
H 0.166 -2.932 1.065
H 0.534 -0.052 0.883
H 0.232 1.181 -1.036
H -0.917 -0.422 1.989
H -0.729 -0.237 1.076
H -0.978 -0.358 0.511
H -0.006 0.484 -0.584

Properties
Molar mass, g mol⁻¹: 170.22
LUMO level (spin up / spin down), eV: -7.27 / -7.27
Charge: +2
Highest occupied orbital energy (spin up / spin down), eV: -13.39 / -13.39
ΔE to the lowest compared entry with this formula, charge and spin, eV: 3.187